#P
Below is C5H12O2 in the gas phase, with properties calculated with ωB97M-V with the def2-TZVPD basis set.

Each line ends with the natural charge from an NBO analysis.
CARTESIAN COORDINATES (ANGSTROEM)
C (1.81510, 0.37937, 1.13131)  -0.26
O (0.64514, 0.58837, 0.37973)  -0.59
C (-0.10717, -0.61515, 0.26106)  0.10
C (-0.81234, -0.51550, 1.69200)  -0.64
C (-1.01521, -0.53265, -1.01773)  -0.45
C (-0.45354, 0.35671, -2.15020)  -0.05
O (-0.33896, 1.70255, -1.76485)  -0.74
H (1.79026, -0.51611, 1.77605)  0.18
H (1.97895, 1.24899, 1.77134)  0.19
H (2.60972, 0.26367, 0.39793)  0.19
H (0.63463, -1.41514, 0.00646)  0.18
H (-1.80829, -0.10650, 1.50995)  0.22
H (-0.35150, 0.25872, 2.35209)  0.22
H (-0.84964, -1.41800, 2.29836)  0.21
H (-1.99027, -0.12351, -0.74560)  0.21
H (-1.20598, -1.52893, -1.45543)  0.21
H (0.50111, -0.04583, -2.53981)  0.15
H (-1.15395, 0.34562, -2.99724)  0.18
H (0.11195, 1.67332, -0.90543)  0.49

Lowest unoccupied orbital energy   1.0 eV
HOMO energy   -9.74 eV
Orbital gap   10.7 eV
SMILES   CO[C@@H](C)CCO



#Q
Below is C5H12O2 as an isolated structure, with properties calculated with ωB97M-V with the def2-TZVPD basis set.

Each line ends with the natural charge from an NBO analysis.
CARTESIAN COORDINATES (ANGSTROEM)
C (2.40404, 0.34559, 1.43633)  -0.60
C (0.88642, 0.34361, 1.23899)  -0.46
C (0.60177, -0.27890, -0.11186)  0.19
O (0.67497, -1.61295, -0.20871)  -0.78
C (-1.23133, 0.25104, -0.52723)  -0.05
C (-1.72165, -0.27330, -1.86796)  -0.66
O (-2.15351, 0.13095, 0.51882)  -0.70
H (2.80506, -0.66380, 1.30294)  0.23
H (2.89199, 1.00670, 0.70967)  0.20
H (2.67107, 0.69576, 2.43779)  0.22
H (0.39380, -0.27094, 1.99879)  0.23
H (0.48796, 1.36268, 1.30600)  0.20
H (1.01061, 0.31303, -0.95699)  0.15
H (-0.45908, -0.89515, -0.32908)  0.49
H (-0.92487, 1.29632, -0.59448)  0.20
H (-1.94358, -1.34773, -1.82034)  0.22
H (-2.62552, 0.26003, -2.18061)  0.23
H (-0.95111, -0.13437, -2.63218)  0.24
H (-2.81704, -0.52855, 0.28010)  0.48

Lowest unoccupied orbital energy   0.7 eV
HOMO energy   -8.61 eV
Orbital gap   9.3 eV



#R
Below is C5H12O2 in the gas phase, with properties calculated with ωB97M-V with the def2-TZVPD basis set.

Each line ends with the natural charge from an NBO analysis.
CARTESIAN COORDINATES (ANGSTROEM)
C (2.34492, 0.25098, 0.65784)  -0.06
O (2.66744, -1.15047, 0.83447)  -0.73
C (1.30414, 0.33547, -0.45007)  -0.42
C (-0.09500, 0.01224, 0.08787)  -0.40
C (-1.20920, 0.25742, -0.92374)  -0.42
C (-2.59461, 0.04051, -0.37264)  -0.06
O (-2.80979, -1.19846, 0.25129)  -0.71
H (3.27640, 0.75060, 0.38769)  0.17
H (1.90759, 0.61596, 1.58581)  0.16
H (3.35565, -1.16770, 1.48269)  0.46
H (1.33498, 1.29743, -0.95048)  0.21
H (1.54649, -0.47978, -1.13486)  0.22
H (-0.15445, -1.03877, 0.37452)  0.21
H (-0.24301, 0.62007, 0.99092)  0.18
H (-1.05402, -0.38813, -1.79638)  0.20
H (-1.12745, 1.28746, -1.28348)  0.20
H (-2.80287, 0.89362, 0.31703)  0.14
H (-3.37336, 0.25578, -1.10737)  0.18
H (-2.27386, -1.19423, 1.04891)  0.47

Lowest unoccupied orbital energy   0.9 eV
HOMO energy   -10.26 eV
Orbital gap   11.2 eV
SMILES   OCCCCCO



#S
Below is a 2-piece molecular cluster, C5H12O2 overall, with properties calculated with ωB97M-V with the def2-TZVPD basis set.

Each line ends with the natural charge from an NBO analysis.
CARTESIAN COORDINATES (ANGSTROEM)
C (0.99972, 0.88364, -0.20206)  -0.75
C (2.00649, -0.20210, 0.05176)  -0.10
O (1.60967, -1.44231, -0.54673)  -0.53
C (0.32146, -1.77760, -0.15735)  -0.15
C (-0.73682, -0.82467, -0.60579)  -0.07
O (-1.41011, 0.56032, 0.78154)  -0.72
C (-2.30476, 1.48988, 0.20612)  -0.27
H (-0.41183, 0.80051, 0.49484)  0.48
H (1.00894, 1.22378, -1.24354)  0.19
H (1.20445, 1.74650, 0.44623)  0.22
H (2.13476, -0.35797, 1.13711)  0.16
H (2.99917, -0.00899, -0.37338)  0.19
H (0.09651, -2.74572, -0.63311)  0.22
H (0.23382, -1.92480, 0.93311)  0.18
H (-0.61186, -0.38149, -1.58795)  0.21
H (-1.74595, -1.17392, -0.40295)  0.20
H (-3.23284, 0.97508, -0.06814)  0.18
H (-1.86916, 1.95302, -0.69203)  0.17
H (-2.55802, 2.28203, 0.92143)  0.19

Lowest unoccupied orbital energy (alpha / beta)   0.1 / 0.1 eV
HOMO energy (alpha / beta)   -7.75 / -7.75 eV
Orbital gap (alpha / beta)   7.9 / 7.9 eV



Which structure is most stable? #R, by 0.871 eV over the runner-up.



#P
Below is C5H12O2 in the gas phase, with properties calculated with ωB97M-V with the def2-TZVPD basis set.

Each line ends with the natural charge from an NBO analysis.
CARTESIAN COORDINATES (ANGSTROEM)
C (-2.09753, 0.01284, -1.70551)  -0.61
C (-1.45544, 0.01959, -0.32380)  -0.41
C (0.07210, -0.00313, -0.38797)  0.09
O (0.59004, 1.02044, -1.20657)  -0.73
C (0.69467, 0.05062, 1.03679)  0.08
C (1.83661, -0.93963, 1.19972)  -0.64
O (1.11452, 1.39702, 1.25110)  -0.74
H (-1.80092, 0.90477, -2.26392)  0.22
H (-1.77769, -0.86422, -2.28214)  0.20
H (-3.18994, -0.01037, -1.63530)  0.21
H (-1.77697, 0.90338, 0.24453)  0.20
H (-1.78023, -0.86218, 0.24884)  0.20
H (0.37468, -0.95183, -0.85541)  0.16
H (0.89168, 1.71291, -0.59707)  0.49
H (-0.08988, -0.18888, 1.77009)  0.16
H (2.60347, -0.77721, 0.43507)  0.22
H (2.29942, -0.86045, 2.19180)  0.20
H (1.45975, -1.96331, 1.09614)  0.22
H (1.83071, 1.40265, 1.89624)  0.48

Lowest unoccupied orbital energy   0.8 eV
HOMO energy   -9.84 eV
Orbital gap   10.6 eV
SMILES   CC[C@@H](O)[C@@H](C)O



#Q
Below is a 2-piece molecular cluster, C5H12O2 overall, with properties calculated with ωB97M-V with the def2-TZVPD basis set.

Each line ends with the natural charge from an NBO analysis.
CARTESIAN COORDINATES (ANGSTROEM)
C (-0.30506, 0.42512, -3.06512)  -0.39
C (-0.02851, -0.83956, -2.75826)  -0.40
C (-0.65939, 0.76370, 0.62803)  -0.06
O (-1.78105, 0.51741, -0.19189)  -0.73
C (0.00820, -0.51995, 1.11571)  -0.44
C (1.08409, -0.25470, 2.15434)  -0.06
O (0.45806, 0.32851, 3.28357)  -0.73
H (-1.20670, 0.69867, -3.60786)  0.20
H (-1.45325, 0.12048, -1.01089)  0.47
H (0.35905, 1.23968, -2.78534)  0.20
H (0.87615, -1.11068, -2.21827)  0.20
H (-0.69096, -1.65516, -3.03813)  0.20
H (0.08697, 1.39217, 0.10940)  0.14
H (-1.02024, 1.33029, 1.48992)  0.19
H (0.45427, -1.05792, 0.26671)  0.20
H (-0.75891, -1.17107, 1.54991)  0.22
H (1.84992, 0.42053, 1.73626)  0.15
H (1.58595, -1.19739, 2.42303)  0.16
H (1.14142, 0.56987, 3.91890)  0.47

Lowest unoccupied orbital energy   0.9 eV
HOMO energy   -9.91 eV
Orbital gap   10.8 eV
SMILES   OCCCO.C=C



Which structure is most stable? #P, by 1.263 eV over the runner-up.



#P
Below is a 2-piece molecular cluster, C5H12O2 overall, with properties calculated with ωB97M-V with the def2-TZVPD basis set.

Each line ends with the natural charge from an NBO analysis.
CARTESIAN COORDINATES (ANGSTROEM)
C (-2.25581, -1.63217, -0.66626)  -0.63
C (-0.89172, -1.81103, -0.06569)  -0.29
C (0.02820, -0.86983, 0.16184)  0.31
O (1.23693, -1.24325, 0.67931)  -0.70
C (-0.12684, 0.60238, -0.14565)  -0.49
C (0.40586, 1.52906, 0.94028)  -0.06
O (1.82843, 1.38498, 0.99284)  -0.75
H (-2.32953, -2.13816, -1.63770)  0.21
H (-3.03213, -2.06451, -0.02308)  0.21
H (-2.51551, -0.58182, -0.83182)  0.20
H (2.53068, 1.30318, -2.27282)  -0.01
H (-0.59768, -2.82913, 0.18548)  0.21
H (-1.18135, 0.84054, -0.30698)  0.23
H (1.76856, -0.44415, 0.83414)  0.50
H (0.39929, 0.84268, -1.07786)  0.23
H (2.57094, 1.34403, -1.53099)  0.01
H (-0.04344, 1.27688, 1.91089)  0.17
H (0.14937, 2.56933, 0.69926)  0.17
H (2.15780, 1.81348, 1.79230)  0.48

Lowest unoccupied orbital energy   0.6 eV
HOMO energy   -8.08 eV
Orbital gap   8.7 eV
SMILES   C/C=C(/O)CCO.[H][H]



#Q
Below is C5H12O2 as an isolated structure, with properties calculated with ωB97M-V with the def2-TZVPD basis set.

Each line ends with the natural charge from an NBO analysis.
CARTESIAN COORDINATES (ANGSTROEM)
C (1.12014, -1.78916, 0.77648)  -0.15
O (-0.70511, -0.91439, 0.46237)  -0.70
C (-0.60169, -0.03196, -0.65638)  0.10
C (-1.97329, 0.15530, -1.29314)  -0.62
C (0.02267, 1.29135, -0.18749)  -0.47
C (1.23579, 1.04617, 0.72548)  -0.06
O (0.94596, 0.06225, 1.69075)  -0.72
H (0.76847, -2.33033, -0.09799)  0.19
H (0.93683, -2.30550, 1.71256)  0.21
H (2.13016, -1.40874, 0.66646)  0.19
H (0.06101, -0.50355, -1.40188)  0.15
H (-2.66748, 0.60572, -0.57637)  0.21
H (-2.38731, -0.80749, -1.60682)  0.22
H (-1.91640, 0.80818, -2.17270)  0.21
H (-0.73684, 1.84577, 0.37972)  0.20
H (0.29734, 1.91312, -1.04837)  0.22
H (2.10854, 0.73275, 0.12531)  0.14
H (1.52963, 1.98566, 1.21756)  0.18
H (-0.16843, -0.35517, 1.28445)  0.50

Lowest unoccupied orbital energy (alpha / beta)   0.0 / 0.0 eV
HOMO energy (alpha / beta)   -8.88 / -8.88 eV
Orbital gap (alpha / beta)   8.9 / 8.9 eV



#R
Below is a 2-piece molecular cluster, C5H12O2 overall, with properties calculated with ωB97M-V with the def2-TZVPD basis set.

Each line ends with the natural charge from an NBO analysis.
CARTESIAN COORDINATES (ANGSTROEM)
C (-1.55755, -2.32497, -0.52901)  -0.60
C (-0.16162, -1.71070, -0.52050)  -0.51
C (-0.14992, -0.24547, -0.13388)  0.63
O (-1.05701, 0.23481, 0.52515)  -0.59
C (1.05083, 0.57549, -0.57017)  -0.52
C (0.82179, 2.08446, -0.49719)  -0.61
O (0.46045, 1.46773, 2.66511)  -0.96
H (-2.03196, -2.24081, 0.45222)  0.22
H (-2.21174, -1.82586, -1.25201)  0.21
H (-1.49359, -3.38164, -0.80025)  0.21
H (0.48296, -2.23023, 0.20577)  0.24
H (0.34190, -1.82530, -1.48775)  0.21
H (1.36449, 0.25911, -1.57290)  0.22
H (-0.21871, 1.10627, 2.07405)  0.49
H (1.88031, 0.28378, 0.08901)  0.25
H (-0.19193, 2.34037, -0.81986)  0.21
H (0.94955, 2.44347, 0.52633)  0.23
H (1.53309, 2.60590, -1.14242)  0.21
H (0.18865, 2.38359, 2.78830)  0.46

Lowest unoccupied orbital energy   0.8 eV
HOMO energy   -9.92 eV
Orbital gap   10.8 eV
SMILES   CCC(=O)CC.O



#S
Below is a 2-piece molecular cluster, C5H12O2 overall, with properties calculated with ωB97M-V with the def2-TZVPD basis set.

Each line ends with the natural charge from an NBO analysis.
CARTESIAN COORDINATES (ANGSTROEM)
C (2.17063, 0.38072, 1.06583)  -0.60
C (1.21639, 0.75168, -0.07185)  -0.43
C (0.39913, -0.43444, -0.52286)  -0.32
O (-0.90717, -0.96826, 2.28365)  -0.95
C (-0.83844, -0.41857, -1.03397)  0.32
C (-1.68014, 0.79781, -1.29299)  -0.69
O (-1.39711, -1.61474, -1.40766)  -0.68
H (1.61071, 0.00817, 1.93157)  0.22
H (2.87125, -0.40103, 0.74961)  0.20
H (2.76596, 1.24478, 1.37920)  0.21
H (0.56012, 1.56272, 0.26950)  0.20
H (1.79505, 1.16249, -0.91096)  0.21
H (0.86514, -1.41659, -0.42742)  0.21
H (-0.60653, -1.87878, 2.20110)  0.47
H (-0.76137, -0.62099, 1.39371)  0.48
H (-1.71316, 1.03463, -2.36350)  0.23
H (-2.71217, 0.63750, -0.95415)  0.21
H (-1.29009, 1.67128, -0.76896)  0.23
H (-2.34821, -1.49838, -1.51988)  0.48

Lowest unoccupied orbital energy   0.8 eV
HOMO energy   -8.76 eV
Orbital gap   9.5 eV
SMILES   CC/C=C(\C)O.O



Which structure is most stable? #R, by 0.627 eV over the runner-up.